Record 1
C51H68N2O2P3PtS2 | the ωB97M-V functional and the def2-TZVPD basis

Structure (XYZ):
```
129
Properties=species:S:1:pos:R:3:mulliken_charge:R:1
Pt 0.449 0.066 -0.147 1.9765
S -1.042 1.739 -1.745 -0.3365
P -0.524 2.981 -0.262 0.9540
C -0.114 1.821 0.972 -0.7360
P 0.525 1.669 2.588 2.1107
S 1.658 0.038 2.440 -0.5949
C 1.427 3.155 3.092 0.8054
C 0.734 4.236 3.639 -0.3918
C 1.407 5.405 3.947 -0.7516
C 2.772 5.503 3.712 -0.6103
C 3.465 4.428 3.177 -0.7568
C 2.796 3.253 2.870 -0.4532
C -0.814 1.502 3.789 0.6813
C -2.123 1.264 3.386 -0.4781
C -3.115 1.073 4.337 -1.1128
C -2.800 1.116 5.687 -0.7604
C -1.491 1.353 6.093 -0.7776
C -0.500 1.545 5.148 -0.8435
C -1.805 4.169 0.162 0.3097
C -2.373 4.215 1.427 -0.0113
C -3.346 5.161 1.716 -1.1207
C -3.750 6.057 0.739 -0.5721
C -3.187 6.008 -0.531 -0.6936
C -2.215 5.068 -0.822 -0.8029
C 0.939 3.969 -0.636 0.1836
C 1.177 5.149 0.066 -0.3442
C 2.318 5.886 -0.194 -0.6482
C 3.216 5.455 -1.162 -0.7200
C 2.975 4.285 -1.868 -0.5982
C 1.839 3.535 -1.603 -0.4088
H -0.326 4.160 3.843 0.3040
H 0.869 6.238 4.380 0.4509
H 3.298 6.415 3.959 0.4226
H 4.530 4.499 3.005 0.4702
H 3.334 2.404 2.471 0.1182
H -2.364 1.216 2.331 0.7100
H -4.133 0.893 4.022 0.5694
H -3.575 0.972 6.427 0.4166
H -1.247 1.390 7.145 0.4457
H 0.520 1.730 5.464 0.5347
H -2.070 3.508 2.185 0.6762
H -3.788 5.193 2.702 0.4876
H -4.510 6.792 0.962 0.3969
H -3.506 6.705 -1.293 0.4337
H -1.777 5.030 -1.812 0.4621
H 0.465 5.499 0.803 0.3964
H 2.502 6.802 0.350 0.4719
H 4.102 6.038 -1.372 0.4211
H 3.671 3.956 -2.627 0.5002
H 1.648 2.616 -2.142 0.4727
C -4.125 -2.084 -3.655 -0.8330
C -3.405 -0.772 -3.936 -0.9821
C -1.887 -0.941 -3.785 -0.6139
C -1.534 -1.965 -2.686 1.2460
C -2.619 -1.958 -1.608 -0.0837
C -3.939 -2.487 -2.185 -0.9004
P 0.161 -1.726 -1.993 -1.2969
C 1.330 -1.490 -3.396 1.0235
C 1.284 -2.575 -4.490 -0.6214
C 2.018 -2.103 -5.756 -0.9662
C 3.184 -1.193 -5.391 -0.8220
C 2.665 0.112 -4.765 -0.6294
C 1.329 -0.101 -4.039 0.0168
C 0.707 -3.369 -1.316 0.8616
C 0.413 -3.519 0.186 0.8482
C 0.648 -4.961 0.618 -1.3793
C -0.408 -5.884 -0.008 -0.8865
C -0.890 -5.346 -1.361 -0.4450
C 0.242 -4.630 -2.087 -1.4020
H -3.721 -2.859 -4.313 0.3001
H -5.185 -2.005 -3.893 0.5191
H -3.763 -0.005 -3.245 0.2770
H -3.630 -0.412 -4.941 0.5898
H -1.442 0.029 -3.567 -0.1750
H -1.455 -1.267 -4.733 0.3197
H -1.529 -2.961 -3.138 0.9113
H -2.733 -0.938 -1.235 0.4225
H -2.325 -2.558 -0.747 -0.8065
H -4.766 -2.102 -1.586 0.5091
H -3.971 -3.576 -2.095 0.2093
H 2.288 -1.581 -2.871 0.3113
H 0.256 -2.836 -4.744 0.1191
H 1.755 -3.486 -4.116 0.3795
H 1.329 -1.558 -6.406 0.3522
H 2.356 -2.970 -6.326 0.5182
H 3.798 -0.975 -6.265 0.5068
H 3.836 -1.720 -4.687 0.2742
H 2.531 0.868 -5.540 0.5614
H 3.403 0.508 -4.063 0.0618
H 0.506 -0.028 -4.751 0.6423
H 1.176 0.673 -3.291 -0.9952
H 1.796 -3.300 -1.423 0.1017
H -0.623 -3.248 0.397 -0.7590
H 1.032 -2.816 0.753 0.1524
H 0.631 -5.046 1.706 0.4739
H 1.651 -5.266 0.309 0.4522
H -1.262 -5.988 0.666 0.2822
H 0.005 -6.886 -0.132 0.4815
H -1.723 -4.652 -1.218 -0.2401
H -1.277 -6.159 -1.976 0.6345
H -0.043 -4.399 -3.112 0.5153
H 1.092 -5.313 -2.168 0.6251
C 3.816 -1.462 -0.130 -1.2127
C 3.601 -0.145 -0.863 0.7202
C 4.173 1.036 -0.089 -0.9812
O 2.241 0.070 -1.169 -1.3899
H 4.879 -1.601 0.072 0.5646
H 3.478 -2.306 -0.733 0.2409
H 3.283 -1.469 0.820 0.0150
H 4.109 -0.209 -1.838 0.2270
H 3.713 1.084 0.895 -0.0009
H 3.985 1.971 -0.614 0.1269
H 5.250 0.915 0.032 0.5727
N -1.314 -0.947 1.089 -0.3196
C -1.550 -1.514 2.071 -0.0728
N -1.853 -2.159 3.165 0.1584
C -1.002 -2.063 4.356 0.0323
C -0.306 -3.396 4.570 -0.5378
O -1.243 -4.453 4.623 -0.4726
C -1.948 -4.577 3.407 0.1570
C -2.751 -3.317 3.121 -0.8671
H -1.640 -1.819 5.209 0.1724
H -0.277 -1.264 4.206 -0.0160
H 0.231 -3.402 5.517 0.4299
H 0.413 -3.571 3.756 0.1718
H -2.607 -5.439 3.506 0.4240
H -1.245 -4.760 2.581 -0.2970
H -3.521 -3.179 3.884 0.3515
H -3.227 -3.361 2.142 0.4823
```

## Properties
Multiplicity ... 5
<S²> ... 6.023
M ... 1093.25 g/mol
Frontier orbital gap (alpha / beta) ... 0.2749 / 0.2259 Ha
Energy above the lowest of the compared OMol25 structures with the same formula, charge and spin ... 0.000 eV
F_max ... 0.4 eV Å⁻¹
Total charge ... +1

---

Record 2
C51H71Br22ClF9N3S3 | the ωB97M-V functional and the def2-TZVPD basis

Structure (XYZ):
```
160
Properties=species:S:1:pos:R:3:mulliken_charge:R:1
C 0.465 2.884 -6.017 -0.8494
C -0.619 3.443 -6.954 -0.9058
C -2.057 3.550 -6.350 0.3439
C -2.185 4.673 -5.270 -1.5018
C -2.662 2.211 -5.937 -0.0041
C -3.501 1.589 -6.853 -1.8361
C -4.106 0.372 -6.595 -1.2494
C -3.861 -0.277 -5.404 -0.5464
C -3.042 0.304 -4.449 -1.0394
C -2.474 1.539 -4.725 1.4202
S -1.449 2.246 -3.428 -0.1248
C -0.776 0.750 -2.711 1.4923
C 0.502 0.821 -2.211 -0.9937
C 1.068 -0.343 -1.689 0.0531
C 2.495 -0.274 -1.172 -0.6433
C 3.369 -1.479 -1.598 -0.6567
C 4.867 -1.085 -1.497 -0.9379
S 5.275 -0.672 0.241 0.0885
C 6.465 0.647 0.147 -0.0444
S 7.494 0.758 -1.111 -0.1620
N 6.513 1.592 1.178 0.3604
C 6.345 1.427 2.551 0.1513
C 6.461 2.636 3.146 -0.8102
N 6.716 3.584 2.144 -0.1918
C 6.727 2.942 1.035 -0.4293
C 0.319 -1.495 -1.691 -0.4614
C -0.985 -1.587 -2.183 -0.2343
C -1.590 -2.993 -2.114 -0.4032
C -3.110 -3.167 -1.995 -0.8959
C -3.712 -2.766 -0.625 1.0599
F -4.934 -2.196 -0.895 -0.3247
F -2.942 -1.933 0.095 -0.2734
C -4.038 -4.045 0.202 0.4872
F -2.876 -4.766 0.286 -0.2980
F -4.924 -4.844 -0.415 -0.3198
C -4.499 -3.836 1.676 0.5332
F -4.715 -5.085 2.180 -0.3161
F -3.573 -3.264 2.461 -0.2630
C -5.833 -3.065 1.882 0.5663
F -6.291 -3.307 3.133 -0.2405
F -6.805 -3.414 1.038 -0.2561
F -5.667 -1.741 1.806 -0.1969
C -1.548 -0.420 -2.700 -0.4424
N -2.895 -0.430 -3.218 0.3631
Cl -3.852 0.512 -2.027 -0.2759
H 1.392 2.683 -6.574 0.4250
H 0.645 3.491 -5.125 0.2299
H 0.121 1.895 -5.677 0.1281
H -0.329 4.399 -7.417 0.3884
H -0.705 2.727 -7.791 0.3364
H -2.670 3.898 -7.199 0.4644
H -2.928 4.457 -4.496 0.3467
H -1.183 4.861 -4.857 0.3453
H -2.453 5.598 -5.802 0.3804
H -3.704 2.054 -7.810 1.5351
H -4.783 -0.108 -7.299 0.4357
H -4.330 -1.235 -5.173 0.5030
H 1.063 1.755 -2.221 0.3835
H 2.467 -0.249 -0.073 0.1608
H 3.000 0.651 -1.488 0.3879
H 3.226 -2.328 -0.910 0.3087
H 3.163 -1.831 -2.618 0.4662
H 5.026 -0.161 -2.068 0.5108
H 5.524 -1.881 -1.864 0.4291
H 6.158 0.479 3.048 0.1674
H 6.411 2.855 4.206 0.3545
H 6.894 3.476 0.102 0.3912
H 0.794 -2.402 -1.303 0.4240
H -1.210 -3.533 -2.998 0.0906
H -1.120 -3.493 -1.253 0.4090
H -3.297 -4.251 -2.068 0.3822
H -3.691 -2.740 -2.817 0.2784
Br -5.722 -5.102 7.519 -0.1283
C -6.898 -5.366 5.987 -0.0869
C -8.242 -4.727 6.210 -0.5364
Br -9.343 -5.790 7.414 -0.1498
H -6.955 -6.437 5.814 0.2297
H -6.385 -4.893 5.152 -0.0485
H -8.801 -4.683 5.277 0.3334
H -8.177 -3.731 6.638 0.4177
Br 9.214 4.849 5.688 -0.1524
C 10.655 5.436 4.516 -0.3292
C 10.263 5.341 3.066 -0.3807
Br 10.312 3.504 2.441 -0.1329
H 11.526 4.834 4.759 0.1168
H 10.843 6.472 4.794 0.3827
H 10.979 5.876 2.444 0.4266
H 9.262 5.716 2.866 0.0547
Br 2.408 -1.562 2.551 -0.0422
C 3.754 -2.477 3.611 -0.6584
C 3.784 -1.943 5.013 -0.5876
Br 4.679 -0.217 5.048 -0.1050
H 4.703 -2.359 3.094 0.3413
H 3.466 -3.526 3.597 0.4145
H 4.371 -2.590 5.662 0.3644
H 2.796 -1.806 5.442 0.3766
Br -5.509 1.217 0.464 0.0459
C -5.883 2.129 2.142 -0.6876
C -7.287 2.672 2.174 -0.6675
Br -7.454 4.287 1.101 -0.1589
H -5.126 2.898 2.260 0.4413
H -5.750 1.371 2.912 0.3368
H -7.556 2.973 3.186 0.4803
H -8.023 1.966 1.799 0.4152
Br 14.455 3.435 5.627 -0.1410
C 13.209 2.470 6.771 -0.5357
C 12.960 1.074 6.265 -0.5790
Br 11.768 1.086 4.729 -0.0940
H 12.303 3.068 6.826 0.2804
H 13.684 2.443 7.750 0.3578
H 12.449 0.482 7.022 0.3381
H 13.867 0.561 5.959 0.3737
Br 8.586 9.141 0.432 -0.1507
C 7.308 8.234 1.590 -0.5394
C 7.001 6.846 1.097 -0.6179
Br 5.795 6.877 -0.433 -0.1508
H 6.429 8.869 1.649 0.4438
H 7.789 8.193 2.566 0.3435
H 6.475 6.275 1.860 0.3308
H 7.886 6.297 0.789 0.3494
Br -1.818 -6.836 -2.030 -0.1074
C -1.190 -7.161 -3.843 -0.6405
C 0.300 -6.978 -3.951 -0.5771
Br 0.790 -5.094 -3.971 -0.0935
H -1.748 -6.496 -4.496 0.3673
H -1.464 -8.192 -4.059 0.3841
H 0.665 -7.377 -4.896 0.3496
H 0.846 -7.437 -3.133 0.3782
Br -9.303 -9.583 9.592 -0.1414
C -7.358 -9.495 9.613 -0.6050
C -6.832 -8.588 8.532 -0.3412
Br -6.908 -9.435 6.781 -0.1378
H -6.996 -10.516 9.532 0.3920
H -7.102 -9.100 10.595 0.3603
H -5.778 -8.370 8.697 0.3693
H -7.384 -7.657 8.455 0.0804
Br -8.041 2.887 -10.158 -0.1383
C -8.253 2.536 -8.255 -0.5680
C -7.553 3.574 -7.420 -0.6704
Br -5.624 3.284 -7.402 0.1488
H -7.886 1.529 -8.077 0.3402
H -9.327 2.564 -8.079 0.3569
H -7.863 3.498 -6.379 0.3560
H -7.722 4.587 -7.773 0.3769
Br 7.949 -0.734 -6.148 -0.1478
C 9.289 -1.643 -5.067 -0.5755
C 9.309 -1.117 -3.656 -0.1720
Br 10.199 0.611 -3.551 -0.1260
H 10.240 -1.529 -5.578 0.3889
H 8.998 -2.692 -5.077 0.3454
H 9.889 -1.775 -3.012 0.3593
H 8.316 -0.986 -3.236 -0.0801
Br -12.482 4.525 1.029 -0.1332
C -11.147 3.693 2.174 -0.2037
C -11.182 4.262 3.568 -0.6453
Br -10.350 6.020 3.644 -0.1250
H -10.187 3.823 1.685 -0.0342
H -11.406 2.635 2.189 0.3544
H -10.600 3.642 4.248 0.3408
H -12.190 4.373 3.956 0.4261
```

## Properties
M ... 2786.67 g/mol
Frontier orbital gap ... 0.2725 Ha
F_max ... 2.1 eV Å⁻¹

---

Record 3
C51H71F8N2O24 | the ωB97M-V functional and the def2-TZVPD basis

Structure (XYZ):
```
156
Properties=species:S:1:pos:R:3:mulliken_charge:R:1
C 0.340 -0.983 3.537 -0.5675
C 0.933 -1.940 2.346 -0.1103
C -0.125 -3.032 1.735 -0.6936
C -1.564 -2.417 1.251 -0.1026
C -1.473 -1.185 0.174 0.0055
C -2.653 -1.195 -0.988 1.5670
C -4.121 -0.836 -0.323 -0.5220
O -4.638 -1.861 0.616 -0.1334
C -6.124 -1.900 0.587 0.6020
C -6.809 -3.415 0.634 -0.4795
O -6.920 -0.822 0.570 -0.6026
C -2.384 0.038 -2.092 1.3094
C -0.827 0.449 -2.433 -0.3892
O -0.268 1.499 -1.564 -0.1236
C 1.172 1.326 -1.328 0.0712
C 1.647 1.138 0.251 0.0306
C 3.244 0.939 0.695 0.3018
C 3.634 0.802 2.307 -0.3060
C 4.442 0.879 -0.471 -0.4988
C 3.932 1.078 -2.023 -0.8134
C 2.362 1.317 -2.455 -0.0520
C 2.026 1.546 -4.042 0.1964
C 1.551 0.181 -4.845 -0.5811
C 1.008 2.841 -4.326 -0.7649
C -3.371 1.336 -2.082 -0.6553
C -2.979 2.575 -3.060 0.9386
C -3.383 2.388 -4.645 -0.9254
C -3.898 3.873 -2.535 -1.0572
C -2.829 -0.742 -3.463 -1.2039
N -2.870 -2.107 -3.348 0.1721
C -2.536 -2.568 -1.936 0.2898
C -3.617 -3.777 -1.719 0.1013
N -3.695 -4.794 -2.834 -0.5240
C -1.063 -3.251 -2.151 -0.8128
C -0.811 -4.656 -1.348 -0.0970
F -0.951 -5.884 -2.217 -0.3783
H 1.275 -0.424 4.017 0.2831
H -0.416 -0.161 3.186 -0.2204
H -0.089 -1.667 4.415 0.3167
H 1.819 -2.571 2.836 0.3939
H 1.410 -1.374 1.440 0.0008
H -0.370 -3.788 2.627 0.3873
H 0.448 -3.661 0.932 -0.0166
H -2.329 -3.197 0.832 0.0914
H -2.074 -1.960 2.230 0.3396
H -0.381 -1.193 -0.247 -0.0412
H -1.597 -0.141 0.740 -0.1760
H -4.044 0.156 0.337 0.0708
H -4.968 -0.742 -1.160 0.0843
H -7.923 -3.437 0.275 0.2918
H -6.702 -3.774 1.764 0.0192
H -6.105 -4.095 -0.035 0.1565
H -0.069 -0.440 -2.430 -0.2771
H -0.825 0.872 -3.549 -0.2950
H 0.847 1.171 1.113 0.1271
H 2.650 0.981 2.956 -0.0120
H 4.173 -0.209 2.553 0.3213
H 4.378 1.668 2.648 -0.0142
H 5.581 0.703 -0.161 0.1362
H 4.750 1.055 -2.886 0.2332
H 3.056 1.868 -4.554 0.6908
H 0.460 0.425 -5.262 0.0953
H 2.203 -0.049 -5.799 0.3456
H 1.438 -0.721 -4.108 0.0561
H -0.038 2.519 -4.741 0.0315
H 0.982 3.452 -3.329 0.2016
H 1.509 3.498 -5.186 0.3375
H -4.452 0.960 -2.426 0.0009
H -3.390 1.772 -0.971 0.0837
H -1.875 2.954 -3.009 -0.0264
H -3.649 3.476 -5.057 0.3935
H -2.447 2.020 -5.243 0.1818
H -4.295 1.637 -4.816 0.0650
H -3.456 4.904 -2.943 0.3590
H -3.954 3.877 -1.343 0.1976
H -4.986 3.740 -2.949 0.3337
H -3.076 -0.379 -4.546 0.3628
H -3.117 -2.627 -4.216 0.5467
H -3.517 -4.337 -0.670 0.5071
H -4.691 -3.257 -1.671 -0.5875
H -4.439 -4.452 -3.489 0.3329
H -4.032 -5.699 -2.405 0.3419
H -0.148 -2.557 -1.929 0.0536
H -0.990 -3.518 -3.313 0.4040
H -1.407 -4.779 -0.349 0.1937
H 0.342 -4.655 -1.035 0.2313
C 7.927 3.113 5.208 -0.4600
C 7.843 1.825 4.463 0.4994
O 6.657 1.955 3.712 -0.1950
C 6.527 3.293 3.485 0.6451
O 5.783 3.775 2.647 -0.5538
O 7.336 4.028 4.307 -0.3300
F 7.696 0.785 5.314 -0.3041
H 7.353 3.101 6.141 0.2771
H 8.958 3.396 5.434 0.2964
H 8.687 1.640 3.790 0.1045
C -4.981 -5.664 4.181 -0.2937
C -6.470 -5.702 4.233 0.3724
O -6.740 -6.671 5.221 -0.3085
C -5.676 -6.619 6.070 0.5524
O -5.668 -7.105 7.188 -0.5116
O -4.619 -5.947 5.518 -0.3036
F -6.983 -6.135 3.060 -0.2884
H -4.561 -6.431 3.521 0.2518
H -4.600 -4.688 3.870 0.1942
H -6.933 -4.751 4.515 0.3518
C 9.305 0.866 -1.184 0.3364
C 8.698 -0.141 -0.267 0.8059
O 9.482 -0.038 0.900 -0.3217
C 9.918 1.253 0.922 0.6539
O 10.390 1.798 1.906 -0.5932
O 9.752 1.865 -0.290 -0.3426
F 8.835 -1.390 -0.764 -0.2791
H 10.160 0.469 -1.742 -0.3370
H 8.580 1.272 -1.894 0.3710
H 7.648 0.050 -0.023 -0.2133
C 13.453 -0.864 -2.741 -0.4491
C 13.502 -0.562 -4.200 0.3275
O 12.229 -0.956 -4.661 -0.2983
C 11.397 -0.783 -3.596 0.6516
O 10.180 -0.755 -3.676 -0.5135
O 12.093 -0.639 -2.427 -0.3267
F 14.433 -1.322 -4.819 -0.2862
H 13.710 -1.904 -2.515 0.2818
H 14.104 -0.207 -2.159 0.2831
H 13.667 0.495 -4.434 0.2896
C -1.495 3.592 2.051 -0.1441
C -2.102 2.585 2.968 0.2365
O -1.318 2.688 4.135 -0.3617
C -0.882 3.979 4.157 0.4704
O -0.410 4.525 5.141 -0.5914
O -1.048 4.591 2.945 -0.3092
F -1.965 1.336 2.471 -0.0989
H -0.640 3.195 1.493 0.3717
H -2.220 3.998 1.341 0.1217
H -3.152 2.777 3.212 0.2334
C -8.168 -1.488 -2.275 -0.3019
C -8.507 -0.751 -3.525 0.1647
O -7.276 -0.672 -4.206 -0.2748
C -6.582 -1.777 -3.812 0.5896
O -5.594 -2.205 -4.386 -0.5550
O -7.133 -2.352 -2.700 -0.2043
F -8.920 0.506 -3.246 -0.2914
H -7.790 -0.831 -1.484 0.2310
H -9.016 -2.056 -1.883 0.2992
H -9.246 -1.255 -4.157 0.3327
C -4.574 7.269 5.104 -0.4451
C -4.328 6.220 6.135 0.3012
O -4.422 5.016 5.408 -0.2776
C -4.032 5.334 4.142 0.5686
O -3.718 4.513 3.296 -0.5136
O -4.026 6.686 3.938 -0.2928
F -5.302 6.229 7.073 -0.2842
H -5.640 7.465 4.945 0.2902
H -4.075 8.212 5.342 0.2733
H -3.346 6.285 6.615 0.2995
```

## Properties
M ... 1248.10 g/mol
Frontier orbital gap ... 0.2393 Ha
F_max ... 8.4 eV Å⁻¹
Total charge ... +1

---

> Which of these has the highest F_max?

C51H71F8N2O24

---

> Among the records above, which one has the lowest F_max?

C51H68N2O2P3PtS2